{
  "formula": "C53H64BN11O2STi",
  "method": "wB97M-V/def2-TZVPD",
  "elements": ["Ti", "S", "O", "O", "N", "N", "N", "N", "N", "N", "N", "N", "N", "N", "N", "C", "C", "C", "C", "C", "C", "C", "C", "C", "C", "C", "C", "C", "C", "C", "C", "C", "C", "C", "C", "C", "C", "C", "C", "C", "C", "C", "C", "C", "C", "C", "C", "C", "C", "C", "C", "C", "C", "C", "C", "C", "C", "C", "C", "C", "C", "C", "C", "C", "C", "C", "C", "C", "B", "H", "H", "H", "H", "H", "H", "H", "H", "H", "H", "H", "H", "H", "H", "H", "H", "H", "H", "H", "H", "H", "H", "H", "H", "H", "H", "H", "H", "H", "H", "H", "H", "H", "H", "H", "H", "H", "H", "H", "H", "H", "H", "H", "H", "H", "H", "H", "H", "H", "H", "H", "H", "H", "H", "H", "H", "H", "H", "H", "H", "H", "H", "H", "H"],
  "xyz": [[-0.194064, 0.284012, 0.076764], [-0.239167, -7.611591, 0.867072], [0.002701, -3.921940, 5.525987], [-1.450112, -2.296272, 6.183147], [-0.331596, 3.040956, -0.954758], [0.744233, 1.268623, -2.318274], [1.072321, 1.598256, 1.007042], [1.790603, 2.111986, -0.035982], [-2.176140, -0.181598, 0.074032], [1.590924, -0.799741, 0.065460], [-0.467367, -3.175073, -0.142912], [-0.387488, -0.868423, 1.609713], [-0.102940, 0.268791, -1.933591], [-3.732392, -8.357982, 3.693118], [-1.090482, 2.272342, -0.127597], [1.284688, 1.408846, 3.499832], [-3.119794, 2.584175, 1.319314], [-0.696452, -2.901781, 5.406641], [-2.658376, -0.741612, 1.234337], [3.821875, -1.344273, -0.630209], [2.353458, 0.669477, 4.310244], [0.538650, 6.265024, -1.095585], [1.252723, 2.461816, -5.720399], [3.214676, 1.182704, -4.796574], [-3.076394, 0.163361, -0.876193], [0.703467, -1.501006, 2.126574], [-0.428683, 5.419587, -1.932609], [3.956526, 4.592189, -0.758742], [-1.516737, -5.144292, 0.742448], [0.631989, -3.902222, -0.341024], [3.095143, -1.991278, 1.543743], [1.781654, 1.736221, 2.122983], [-2.614558, -7.782902, 4.124504], [0.595488, -2.235882, 3.297139], [-1.631224, -7.852514, 1.963048], [-0.364624, -5.890013, 0.523849], [-0.335888, -0.507995, -2.997455], [4.143383, 3.133389, -0.330508], [-4.418866, -0.066793, -0.762138], [-2.367864, 2.406066, 2.642627], [-1.210585, -1.722982, -2.990641], [-0.911288, 4.245029, -1.127492], [-2.434578, -1.513299, -3.891225], [1.849364, -1.417329, 1.262443], [1.954586, 1.984231, -4.444897], [-1.530622, -7.503582, 3.301476], [-1.617912, -1.097022, 2.149844], [2.977519, 2.568723, 0.435126], [2.587315, -0.784956, -0.841086], [-0.424020, -2.937974, -3.491552], [0.359494, 0.009084, -4.091561], [4.530988, 2.254735, -1.519268], [-3.818134, -8.667820, 2.404847], [0.168127, 5.061271, -3.297116], [-2.135864, 3.008372, 0.263258], [-2.795353, -8.441841, 1.493386], [4.089300, -1.965615, 0.598195], [0.731790, -5.248743, -0.047998], [-1.516270, -3.810132, 0.374572], [1.030194, 1.128400, -3.631009], [-2.063141, 4.258082, -0.361144], [-4.026645, -1.005649, 1.401760], [0.890619, 2.710148, 4.210680], [-4.240243, 3.608800, 1.475609], [-4.911775, -0.681684, 0.406547], [-0.609275, -2.239485, 3.994798], [3.002136, 2.344791, 1.798131], [-1.734105, -1.679470, 3.410517], [1.046454, 2.474458, -1.368486], [4.674551, 1.225087, -1.195155], [0.400162, 0.774443, 3.419414], [1.420872, 5.682424, -0.830445], [3.748764, 2.274655, -2.277469], [-2.398369, -5.586718, 1.183005], [-3.036375, 2.051111, 3.427827], [0.098559, 5.915465, -3.970966], [1.774232, 3.309897, 4.435113], [2.727411, -0.194852, 3.763128], [-2.979665, -0.607984, -3.626899], [1.929944, 0.327591, 5.254278], [1.885690, 3.174313, -6.249566], [3.204971, 4.679402, -1.543014], [-2.417247, -3.222282, 0.502025], [-4.750614, -9.122183, 2.087978], [-3.113214, -2.361664, -3.798867], [1.047537, 1.622216, -6.385073], [-1.029868, -3.840550, -3.402885], [4.570716, -1.308761, -1.409085], [-1.553440, 1.690969, 2.519980], [1.417606, -2.820211, 3.688898], [3.253378, -2.475020, 2.497493], [-0.370960, 4.222522, -3.739257], [1.485480, -3.375285, -0.755990], [0.308341, 2.950935, -5.484527], [0.368442, -0.372540, -5.097820], [4.900937, 4.977394, -1.145935], [3.733763, 0.848440, -3.897836], [-1.524811, -1.906920, -1.963850], [-2.577683, -7.538355, 5.179427], [-4.370409, -1.480880, 2.310543], [4.972049, 3.113742, 0.381066], [2.956391, 0.301904, -5.385330], [0.058954, 6.596078, -0.174534], [-3.844162, 4.568807, 1.810839], [0.858051, 7.146202, -1.654525], [-4.768091, 3.757485, 0.532390], [3.900145, 1.800844, -5.377529], [-2.681571, -1.720632, 3.931841], [-5.088202, 0.219651, -1.560698], [-0.641083, -7.032844, 3.697196], [-2.675594, 0.646363, -1.757651], [3.798467, 2.608202, 2.473121], [2.247195, 2.858395, -3.862342], [0.378609, 2.477812, 5.144581], [-0.151528, -2.811548, -4.541123], [-2.900300, -8.724105, 0.455137], [3.193516, 1.331163, 4.529443], [3.657573, 5.212564, 0.086768], [2.375148, -0.329379, -1.799094], [1.641666, -5.796731, -0.254985], [-1.950238, 3.364711, 2.954274], [-5.969512, -0.875178, 0.517268], [1.219614, 4.791896, -3.215227], [-2.129682, -1.432486, -4.936384], [-4.958355, 3.257298, 2.215969], [0.226777, 3.306772, 3.587101], [-2.752275, 5.079692, -0.273767], [1.690416, 3.279458, -1.943262], [-1.324922, 6.017999, -2.113067], [5.050228, -2.423849, 0.787010], [5.459094, 2.614197, -1.965223], [-3.575499, 1.635161, 1.047935], [0.487033, -3.083468, -2.914477]],
  "atomic_forces_ev_per_a": [[-0.6404, 1.0808, 0.3190], [-0.1097, -0.0488, 0.1241], [0.0717, -0.0455, 0.1200], [-0.0673, -0.1281, 0.0929], [0.0940, 0.3256, -0.1149], [0.4153, 0.3192, -0.4120], [0.6687, 0.3046, 1.0944], [0.0758, 0.2690, -0.3158], [-0.5209, -0.6274, 0.4839], [0.6232, -1.1725, 0.3778], [-0.0104, -0.2710, -0.2320], [0.0103, 0.3535, 0.2847], [-0.0236, -0.3710, -1.4261], [-0.1611, 0.0039, 0.0723], [-0.4650, 0.2450, -0.1445], [0.1189, -0.0654, 0.0075], [0.0821, 0.0972, 0.1346], [-0.0162, 0.1879, -0.5684], [0.4171, -0.0741, 0.2090], [-0.0199, -0.0409, 0.0312], [-0.1483, 0.0062, -0.0912], [-0.1003, 0.0132, -0.0661], [0.0230, 0.0552, 0.1540], [-0.0248, 0.0893, 0.0708], [-0.4300, 0.0136, -0.3403], [0.4138, -0.4891, 0.2953], [0.3472, -0.1315, 0.0022], [0.0733, -0.0935, 0.0610], [0.0865, -0.0370, -0.0136], [-0.0572, -0.0315, 0.0275], [0.2545, -0.0712, -0.0225], [0.1791, 0.2285, -0.1412], [0.0882, 0.0560, 0.0022], [-0.0909, 0.2380, -0.3030], [0.2869, -0.0265, -0.1444], [-0.1271, 0.0868, -0.0410], [0.1532, 0.0956, -0.2963], [-0.1814, 0.1325, -0.3429], [0.1723, -0.0154, -0.0346], [-0.1205, -0.0405, -0.1613], [-0.0499, -0.0591, -0.0814], [-0.3130, 0.1329, 0.1789], [0.0451, 0.0776, 0.1122], [-0.3530, -0.0361, -0.0231], [0.0430, 0.0092, -0.0195], [-0.0935, -0.0539, 0.0096], [-0.7118, -0.1421, -0.0072], [0.3071, -0.1801, 0.4394], [0.2664, -0.0914, -0.2784], [0.0087, 0.0420, 0.1281], [-0.0901, -0.0328, 0.1159], [-0.0343, 0.0472, 0.1610], [0.0220, -0.0150, -0.0408], [-0.1191, 0.0433, 0.0714], [0.0626, 0.1059, -0.1514], [-0.0292, -0.0256, 0.1103], [-0.2134, 0.0838, 0.0479], [-0.0180, -0.0959, 0.0558], [0.0191, -0.0079, 0.0168], [-0.0295, -0.0870, 0.0836], [0.0289, -0.1052, -0.0189], [-0.3470, 0.1004, -0.0274], [-0.0751, -0.0890, -0.0825], [0.0489, -0.1251, -0.1113], [0.1519, 0.0144, 0.1852], [-0.1274, -0.1781, 0.6092], [-0.1389, 0.0157, -0.0809], [0.2846, -0.0535, -0.2536], [-0.2157, 0.2608, 0.1154], [0.0228, -0.0466, -0.0584], [0.0028, 0.0240, -0.0486], [-0.0124, 0.0261, 0.0043], [0.0423, 0.0056, -0.0134], [-0.0239, 0.0251, -0.0098], [0.0150, -0.0466, 0.0062], [-0.0064, 0.0003, -0.0202], [0.0254, -0.0021, 0.0050], [0.0297, -0.0420, 0.0598], [-0.0515, -0.0069, -0.0138], [0.0291, -0.0201, 0.0176], [0.0088, -0.0229, -0.0491], [0.0369, 0.0365, -0.0015], [-0.0330, 0.0123, 0.0255], [0.0279, -0.0189, -0.0460], [-0.0083, -0.0073, -0.0153], [-0.0087, -0.0008, -0.0282], [-0.0031, -0.0057, 0.0000], [-0.0437, -0.0018, -0.0523], [0.0191, -0.0078, 0.1369], [-0.0013, 0.0167, 0.0705], [-0.0341, 0.0251, 0.0218], [0.0232, 0.0235, -0.0810], [0.0342, -0.0196, -0.0291], [-0.0087, 0.0080, -0.0583], [0.0041, -0.0481, -0.0095], [-0.0156, 0.0352, -0.0308], [0.0189, -0.0363, -0.0338], [0.0007, 0.0029, 0.0184], [0.0351, 0.0413, -0.0113], [0.0560, 0.0256, 0.0429], [-0.0406, -0.0319, 0.0336], [-0.0054, -0.0007, -0.0306], [0.0256, 0.0086, 0.0185], [-0.0346, 0.0299, 0.0166], [0.0340, 0.0033, -0.0018], [-0.0386, 0.0450, 0.0148], [0.0259, -0.0193, -0.0199], [0.0119, -0.0631, 0.0411], [0.0416, 0.0167, -0.0482], [0.0017, 0.0295, 0.0172], [0.0469, 0.0040, 0.0466], [0.0433, -0.0184, -0.0103], [-0.0209, -0.0369, 0.0114], [0.0155, 0.0370, 0.0357], [0.0093, -0.0071, -0.0179], [0.0116, 0.0123, -0.0149], [0.0283, -0.0057, 0.0095], [-0.0294, 0.0217, -0.0211], [-0.0912, 0.0571, 0.0486], [0.0583, 0.0538, 0.0419], [0.0538, -0.0070, 0.0372], [-0.0033, -0.0515, 0.0253], [-0.0021, -0.0041, -0.0251], [-0.0074, 0.0102, -0.0160], [-0.0073, 0.0254, 0.0238], [-0.0406, 0.0345, 0.0262], [-0.0196, 0.0047, 0.0081], [0.0437, -0.0346, -0.0424], [-0.0080, -0.0349, 0.0256], [0.0085, 0.0033, 0.0404], [-0.0106, 0.0065, -0.0552], [0.0184, -0.0194, -0.0357], [0.0307, -0.0197, 0.0014]],
  "lowdin_charge": [1.02, 1.01, -0.04, -0.03, 0.07, 0.05, 0.00, 0.07, -0.02, 0.01, 0.08, -0.03, 0.00, 0.06, 0.03, -0.35, -0.35, -0.71, -0.24, -0.07, -0.04, -0.04, -0.05, -0.05, -0.16, -0.24, -0.34, -0.05, -0.04, -0.15, -0.01, -0.22, -0.12, 0.07, -0.54, -0.51, -0.22, -0.34, -0.06, -0.03, -0.36, -0.18, -0.05, -0.22, -0.36, -0.06, -0.24, -0.18, -0.12, -0.05, 0.06, -0.04, -0.15, -0.06, -0.22, -0.09, -0.05, -0.08, -0.11, -0.19, 0.05, -0.01, -0.05, -0.06, -0.06, -0.09, 0.06, 0.07, -0.47, 0.07, 0.11, 0.05, 0.05, 0.11, 0.09, 0.09, 0.08, 0.06, 0.06, 0.09, 0.09, 0.05, 0.11, 0.10, 0.09, 0.08, 0.09, 0.10, 0.05, 0.13, 0.12, 0.08, 0.10, 0.07, 0.12, 0.08, 0.06, 0.10, 0.11, 0.12, 0.14, 0.08, 0.09, 0.08, 0.09, 0.08, 0.09, 0.13, 0.11, 0.12, 0.11, 0.12, 0.10, 0.09, 0.08, 0.10, 0.08, 0.09, 0.10, 0.11, 0.08, 0.11, 0.05, 0.08, 0.08, 0.06, 0.11, 0.10, 0.14, 0.11, 0.09, 0.10, 0.06],
  "energy_ha": -4083.54541,
  "spin_multiplicity": 1,
  "homo_energy_ev": [-5.73, -5.69],
  "orbital_gap_ev": [5.267, 5.229],
  "largest_force_ev_per_a": 1.47,
  "total_charge": 0
}